# 1
Formula: C24H32N3O4
Source: OMol25
Level of theory: the ωB97M-V functional and the def2-TZVPD basis

Results
**Spin multiplicity**: 1
**Total energy**: -38035.8185 eV
**LUMO level**: -3.8 eV
**Charge**: +1
**Energy above the lowest of the compared OMol25 structures with the same formula, charge and spin**: 2675.9 kJ/mol

Atoms and positions in Å:
1 C 0.93 3.09 2.78
2 H 1.97 3.25 3.07
3 H 1.05 3.10 1.53
4 H 0.40 3.92 3.11
5 C 0.60 1.89 3.16
6 C -0.94 1.56 2.68
7 H -0.94 1.41 1.69
8 H -1.30 0.61 3.01
9 H -1.45 2.33 2.75
10 H 0.38 1.72 4.26
11 O 1.29 0.46 2.75
12 C 2.45 0.14 3.65
13 C 2.07 -0.86 4.35
14 O 2.55 -1.19 5.59
15 H 3.67 -1.19 5.44
16 H 0.80 -0.97 4.74
17 C 2.19 -2.16 3.59
18 N 1.51 -2.47 2.37
19 C 0.13 -2.42 2.18
20 C -0.56 -3.06 1.13
21 N 0.19 -2.36 -0.12
22 C 1.45 -2.60 0.03
23 C 2.05 -1.92 1.15
24 H 3.05 -1.98 1.27
25 H 2.05 -0.91 1.00
26 H 1.95 -1.98 -1.08
27 H 1.85 -3.35 -0.10
28 C -0.54 -2.97 -1.47
29 C -1.88 -2.03 -1.58
30 N -1.64 -0.73 -2.38
31 C -1.04 0.18 -1.73
32 O -0.55 0.13 -0.53
33 C -1.05 1.55 -2.35
34 C -0.54 2.81 -1.58
35 C -0.52 4.00 -2.20
36 C -0.97 3.89 -3.64
37 C -1.19 2.96 -4.41
38 C -1.96 3.04 -5.57
39 C -2.14 1.90 -6.35
40 C -2.25 0.55 -5.63
41 C -2.00 0.67 -4.39
42 C -1.57 1.59 -3.48
43 C -1.91 -0.72 -3.65
44 O -2.28 -1.63 -4.21
45 H -2.42 -0.26 -6.22
46 H -2.45 2.13 -7.53
47 H -1.72 4.15 -6.18
48 H -0.92 5.22 -4.11
49 H -0.12 4.72 -1.78
50 H -0.30 2.49 -0.47
51 H -2.35 -1.87 -0.84
52 H -2.40 -2.66 -2.44
53 H -0.76 -3.90 -1.51
54 H 0.06 -2.61 -2.21
55 H -0.30 -1.20 -0.12
56 H -1.77 -2.99 1.09
57 H -0.11 -4.01 1.06
58 H -0.29 -2.88 3.30
59 H -0.21 -1.37 2.31
60 H 2.99 -2.34 3.36
61 H 2.02 -3.08 4.13
62 H 3.14 0.14 3.03
63 H 2.56 1.04 4.30

Löwdin charges, unit e, in atom order: C -0.11; H 0.10; H 0.17; H 0.09; C -0.35; C 0.02; H 0.00; H 0.08; H -0.01; H 0.17; O -0.14; C -0.18; C -0.49; O -0.03; H 0.23; H 0.25; C -0.11; N -0.10; C -0.28; C -0.05; N -0.10; C -0.23; C -0.16; H 0.12; H 0.10; H 0.24; H 0.02; C 0.08; C 0.06; N 0.11; C -0.27; O 0.04; C -0.06; C 0.05; C -0.01; C -0.06; C -0.19; C -0.07; C -0.01; C 0.05; C -0.11; C -0.04; C -0.43; O 0.20; H 0.11; H 0.16; H 0.19; H 0.22; H 0.02; H 0.13; H 0.00; H 0.18; H 0.06; H 0.09; H 0.17; H 0.20; H 0.12; H 0.21; H 0.12; H 0.00; H 0.16; H 0.07; H 0.17



# 2
Formula: C24H32N4O4
Source: OMol25
Level of theory: the ωB97M-V functional and the def2-TZVPD basis

Results
**Spin multiplicity**: 1
**Total energy**: -39559.8221 eV
**LUMO level**: 0.6 eV
**Energy above the lowest of the compared OMol25 structures with the same formula, charge and spin**: 143.8 kJ/mol
**SMILES**: CCCCOc1ccc(N(CC(=O)NC(C)C)C(=O)CCC(=O)Nc2ccccn2)cc1

Atoms and positions in Å:
1 C -5.82 2.77 -4.48
2 C -4.57 2.27 -5.19
3 C -3.40 3.24 -5.11
4 C -2.77 3.30 -3.72
5 O -2.20 2.03 -3.45
6 C -1.59 1.82 -2.26
7 C -1.05 0.54 -2.07
8 C -0.41 0.22 -0.89
9 C -0.28 1.17 0.11
10 C -0.82 2.44 -0.07
11 C -1.46 2.77 -1.24
12 H -1.86 3.76 -1.36
13 H -0.72 3.17 0.72
14 N 0.36 0.82 1.34
15 C 1.64 1.14 1.63
16 O 2.18 0.82 2.67
17 C 2.44 1.86 0.55
18 C 3.69 1.03 0.22
19 C 3.26 -0.26 -0.46
20 O 3.29 -0.43 -1.65
21 N 2.78 -1.19 0.43
22 C 2.09 -2.36 0.14
23 N 1.42 -2.86 1.17
24 C 0.72 -3.98 1.00
25 C 0.66 -4.65 -0.20
26 C 1.35 -4.12 -1.28
27 C 2.09 -2.96 -1.12
28 H 2.63 -2.52 -1.93
29 H 1.33 -4.62 -2.24
30 H 0.08 -5.56 -0.29
31 H 0.20 -4.33 1.88
32 H 2.75 -0.94 1.41
33 H 4.33 1.58 -0.47
34 H 4.23 0.82 1.14
35 H 1.85 2.03 -0.35
36 H 2.75 2.82 0.96
37 C -0.50 0.11 2.27
38 H -0.85 -0.81 1.78
39 C 0.14 -0.24 3.62
40 O -0.06 0.44 4.60
41 N 0.77 -1.42 3.63
42 H 0.97 -1.90 2.75
43 C 1.53 -1.89 4.77
44 C 3.03 -1.77 4.48
45 H 3.26 -0.75 4.20
46 H 3.30 -2.44 3.67
47 H 3.60 -2.03 5.36
48 C 1.14 -3.33 5.09
49 H 0.07 -3.40 5.27
50 H 1.66 -3.68 5.97
51 H 1.39 -3.98 4.26
52 H 1.26 -1.23 5.60
53 H -1.37 0.75 2.48
54 H 0.00 -0.77 -0.76
55 H -1.15 -0.18 -2.86
56 H -1.99 4.07 -3.69
57 H -3.53 3.54 -2.96
58 H -3.72 4.24 -5.38
59 H -2.62 2.92 -5.81
60 H -4.27 1.31 -4.77
61 H -4.81 2.11 -6.25
62 H -6.64 2.07 -4.62
63 H -5.65 2.87 -3.41
64 H -6.12 3.74 -4.87

Löwdin charges, unit e, in atom order: C -0.11; C -0.26; C -0.18; C -0.21; O -0.04; C -0.26; C 0.02; C 0.01; C -0.26; C 0.00; C 0.00; H 0.11; H 0.13; N 0.02; C -0.44; O 0.05; C -0.06; C -0.08; C -0.46; O 0.08; N 0.17; C -0.29; N 0.10; C -0.13; C -0.07; C -0.05; C 0.01; H 0.10; H 0.11; H 0.10; H 0.11; H 0.12; H 0.12; H 0.12; H 0.11; H 0.13; C -0.02; H 0.13; C -0.50; O 0.06; N 0.08; H 0.08; C -0.40; C -0.05; H 0.06; H 0.07; H 0.08; C -0.06; H 0.08; H 0.07; H 0.06; H 0.14; H 0.14; H 0.11; H 0.12; H 0.13; H 0.12; H 0.12; H 0.12; H 0.11; H 0.11; H 0.07; H 0.06; H 0.07



# 3
Formula: C24H32N6O2
Source: OMol25
Level of theory: the ωB97M-V functional and the def2-TZVPD basis

Results
**Spin multiplicity**: 1
**Total energy**: -38420.0922 eV
**LUMO level**: 0.4 eV
**Energy above the lowest of the compared OMol25 structures with the same formula, charge and spin**: 2462.8 kJ/mol

Atoms and positions in Å:
1 C -4.29 -3.28 -0.94
2 C -3.76 -2.00 -1.71
3 H -4.04 -1.05 -1.12
4 H -4.36 -1.92 -2.70
5 C -2.37 -2.10 -2.09
6 N -1.74 -1.90 -0.65
7 C -1.01 -2.87 0.10
8 C -0.50 -2.13 0.99
9 C -1.12 -0.85 1.00
10 N -1.74 -0.73 0.00
11 H -1.06 0.09 1.86
12 C 0.32 -2.64 2.05
13 N 1.88 -2.69 1.92
14 C 2.39 -1.14 2.51
15 C 2.28 -0.14 1.29
16 H 1.17 0.02 1.30
17 H 2.75 0.64 1.85
18 C 3.00 -0.63 0.25
19 N 3.17 0.51 -0.96
20 C 2.09 1.30 -1.24
21 C 2.61 1.88 -2.56
22 C 3.81 1.42 -2.45
23 N 4.15 0.55 -1.60
24 H 4.61 1.59 -3.17
25 H 2.18 2.80 -3.32
26 N 0.96 1.47 -0.76
27 C 0.70 2.19 0.22
28 O 1.65 3.15 0.69
29 C -0.79 2.48 0.83
30 C -0.82 2.81 2.13
31 C -2.08 3.10 2.59
32 C -3.25 2.77 1.74
33 C -3.08 2.54 0.54
34 C -1.88 2.22 -0.10
35 O -1.72 2.02 -1.40
36 C -2.78 2.19 -2.19
37 H -2.41 1.80 -3.40
38 H -3.40 2.93 -1.97
39 H -3.48 1.20 -1.90
40 H -4.12 2.50 0.03
41 H -4.13 2.82 2.46
42 H -2.32 3.30 3.93
43 H -0.04 2.95 2.66
44 H 0.00 0.92 -1.17
45 C 2.33 -1.84 -0.40
46 C 2.64 -3.00 0.79
47 H 2.11 -3.98 0.52
48 H 3.67 -3.28 1.07
49 H 1.43 -1.63 -0.75
50 H 2.87 -2.20 -1.14
51 H 4.12 -0.70 0.37
52 H 1.85 -0.88 3.32
53 H 3.61 -1.32 2.65
54 H 0.19 -2.44 3.23
55 H 0.41 -3.90 2.28
56 C -0.63 -4.00 -0.42
57 H -0.22 -4.78 0.05
58 H -0.09 -4.04 -1.44
59 H -1.57 -4.47 -0.91
60 H -1.91 -2.83 -2.18
61 H -2.10 -1.11 -2.63
62 H -3.79 -3.39 0.03
63 H -4.05 -4.13 -1.71
64 H -5.56 -3.31 -0.75

Löwdin charges, unit e, in atom order: C -0.11; C -0.30; H 0.12; H 0.13; C -0.06; N -0.03; C -0.34; C -0.26; C -0.15; N 0.09; H 0.20; C -0.11; N -0.18; C -0.03; C -0.21; H 0.11; H 0.13; C -0.21; N -0.07; C -0.28; C 0.04; C -0.31; N 0.08; H 0.11; H 0.18; N 0.10; C -0.27; O -0.10; C -0.05; C -0.09; C -0.04; C -0.14; C -0.12; C -0.23; O -0.13; C -0.12; H 0.19; H 0.03; H 0.13; H 0.16; H 0.13; H 0.19; H 0.05; H 0.25; C -0.03; C -0.17; H 0.12; H 0.12; H 0.06; H 0.05; H 0.17; H 0.04; H 0.16; H 0.16; H 0.17; C -0.04; H 0.05; H 0.15; H 0.13; H -0.03; H 0.16; H 0.04; H 0.09; H 0.14



Listing frontier orbital gap for the structures above in their given order: 0.26656, 0.34406, 0.30356 hartree.